{
  "formula": "C55H55BGeN10O2SV",
  "method": "wB97M-V/def2-TZVPD",
  "species": ["Ge", "V", "S", "O", "O", "N", "N", "N", "N", "N", "N", "N", "N", "N", "N", "C", "C", "C", "C", "C", "C", "C", "C", "C", "C", "C", "C", "C", "C", "C", "C", "C", "C", "C", "C", "C", "C", "C", "C", "C", "C", "C", "C", "C", "C", "C", "C", "C", "C", "C", "C", "C", "C", "C", "C", "C", "C", "C", "C", "C", "C", "C", "C", "C", "C", "C", "C", "C", "C", "C", "B", "H", "H", "H", "H", "H", "H", "H", "H", "H", "H", "H", "H", "H", "H", "H", "H", "H", "H", "H", "H", "H", "H", "H", "H", "H", "H", "H", "H", "H", "H", "H", "H", "H", "H", "H", "H", "H", "H", "H", "H", "H", "H", "H", "H", "H", "H", "H", "H", "H", "H", "H", "H", "H", "H", "H"],
  "coordinates": [[4.07304, 1.58404, 1.15086], [-0.59171, -0.20577, 0.52454], [-1.69314, 1.76540, 1.37472], [2.58495, 1.06483, 2.37555], [0.73001, 0.55270, 1.22471], [-0.87609, -2.68276, 2.32215], [1.89720, -2.43734, 1.64569], [-0.35727, -1.90122, -0.63617], [-1.01390, -1.33531, 2.15232], [-0.85247, -5.02916, 1.46409], [-2.19860, -5.05247, 1.69635], [1.29924, -3.65358, 1.63666], [-0.48863, -3.17525, -0.15803], [-0.76119, 0.79716, -1.26878], [-2.59813, -0.55827, -0.00824], [-2.72400, 3.98677, -4.61927], [7.23099, -0.85244, 2.31848], [6.38590, 0.19235, 4.32576], [-2.96518, -0.11493, -1.23609], [-0.74368, 3.90562, 4.60229], [4.56123, 1.66197, -1.59890], [4.67049, 4.35140, 1.76149], [-1.09118, -2.99814, 3.59906], [-1.33768, -0.83646, 3.37253], [-6.42318, -1.60306, -1.74697], [2.13520, -4.60297, 2.13356], [0.19089, 1.58841, -1.78402], [-0.59312, -4.01867, -1.19042], [5.45520, 0.89588, 3.57497], [0.00089, 2.33575, -2.92319], [-2.20297, 1.46541, -3.03870], [-0.35681, -1.99290, -1.98301], [3.37623, -0.35211, -0.98021], [3.90362, 0.89059, -0.63155], [2.14223, 5.27994, 1.04330], [7.27160, -0.67846, 3.69668], [1.16961, 2.51886, 4.24761], [0.55032, 1.98055, 3.10057], [-4.17500, -0.43491, -1.79496], [-0.30952, 3.95635, -5.25099], [-3.51442, -1.23390, 0.70363], [0.52936, 3.46227, 4.99695], [4.35322, 5.69524, 1.91085], [2.46230, 3.93923, 0.88137], [-1.96045, 0.74166, -1.90057], [-1.79867, 2.09178, -5.99309], [4.21026, -0.07233, -3.22938], [-1.21873, 2.29199, -3.58879], [-5.10421, -1.21019, -1.09818], [-1.37501, 3.37751, 3.49511], [3.32262, -3.99687, 2.45740], [3.11484, -2.64600, 2.13358], [-7.29913, -0.33886, -1.84000], [3.53032, -0.82732, -2.27689], [4.71185, 1.18062, -2.89628], [-6.15574, -2.15443, -3.15704], [3.08701, 6.15637, 1.57114], [-0.50739, -3.30675, -2.37671], [-1.43304, -7.14807, 1.25969], [-0.76000, 2.38122, 2.72229], [-1.39066, -1.84878, 4.30892], [-4.75705, -1.56081, 0.20187], [5.41250, 0.71933, 2.18879], [3.71991, 3.46323, 1.26234], [-7.16255, -2.66716, -0.93056], [-1.50012, 3.08246, -4.85187], [-2.53966, -6.32479, 1.58543], [-0.38063, -6.28333, 1.18474], [6.30160, -0.15260, 1.55877], [1.33922, 1.16659, 2.23988], [-0.21148, -3.67203, 1.31615], [-3.57196, -6.62013, 1.73411], [4.76085, 1.57182, 4.06512], [1.82898, -5.63301, 2.25326], [-4.40201, -0.08956, -2.79504], [2.15990, 2.17048, 4.52052], [1.13914, 1.60904, -1.27995], [-1.97553, 2.64706, -6.91726], [-7.46012, 0.09995, -0.85155], [-3.24232, -1.54160, 1.70013], [7.99426, -1.22864, 4.28807], [-6.84331, 0.41860, -2.48460], [-0.57048, 4.52462, -6.14458], [-8.27428, -0.60072, -2.25940], [4.20941, -4.46043, 2.86725], [0.65414, -6.47088, 0.92499], [6.42301, 0.32208, 5.40203], [5.09920, 6.38562, 2.28995], [-5.43619, -2.11149, 0.83819], [-5.75771, -1.39119, -3.83185], [-0.55304, -3.69376, -3.38348], [3.14058, -1.80682, -2.53634], [-2.68789, 1.48732, -5.78914], [6.26686, -0.29147, 0.48320], [5.23847, 1.77656, -3.63637], [5.65996, 4.00151, 2.03605], [-7.09138, -2.51457, -3.58724], [-2.36866, 3.71239, 3.21303], [1.00151, 3.87315, 5.88225], [0.57535, 3.35580, -5.48847], [2.83904, 7.20246, 1.70413], [4.36003, -0.46606, -4.22897], [-0.71458, -5.08074, -1.03018], [4.95282, 2.64341, -1.34186], [-1.57988, 0.19546, 3.51160], [-3.17766, 1.40539, -3.50753], [1.72128, 3.28040, 0.44027], [0.81896, 2.95037, -3.27631], [-5.45253, -2.99217, -3.12523], [-0.95311, 1.41690, -6.15779], [-6.52379, -3.52985, -0.71883], [-7.54094, -2.26522, 0.01475], [-1.41556, -8.22059, 1.11579], [-8.02301, -3.02166, -1.50011], [2.84921, -0.95670, -0.25262], [1.15827, 5.63808, 0.75269], [-0.22450, -1.13260, -2.61614], [-1.62168, -1.75910, 5.35894], [-2.54608, 4.68209, -3.79370], [-3.62828, 3.41278, -4.39804], [-2.91528, 4.57273, -5.52088], [-1.02856, -4.02584, 3.92670], [-0.05272, 4.67544, -4.46572], [3.80877, -1.82199, 2.24067], [7.92013, -1.53524, 1.83557], [-1.24858, 4.66748, 5.18590]],
  "forces_ev_per_a": [[-0.2, -0.2, 0.3], [-2.4, -0.9, -0.2], [0.0, -0.1, 0.2], [-0.6, -0.3, -0.7], [3.1, 1.1, 1.2], [0.0, 0.2, -0.1], [0.2, -0.1, 0.0], [0.5, -0.2, 0.1], [0.1, -0.4, 0.5], [0.1, 0.1, 0.1], [0.3, -0.5, -0.2], [-0.4, -0.2, -0.1], [0.0, 0.2, -0.2], [-0.2, 0.2, -0.6], [-0.8, 0.1, -0.2], [0.0, 0.0, 0.0], [0.0, 0.0, 0.0], [0.0, 0.0, 0.0], [0.3, 0.0, 0.3], [0.0, 0.0, 0.0], [-0.2, -0.1, -0.1], [-0.1, 0.0, 0.1], [0.0, -0.1, -0.1], [-0.1, -0.4, -0.2], [0.0, 0.1, 0.0], [-0.2, -0.1, 0.0], [-0.3, -0.3, 0.1], [0.0, 0.0, 0.0], [0.2, -0.1, -0.1], [0.1, 0.1, -0.1], [-0.1, 0.2, -0.3], [0.1, -0.1, 0.1], [0.0, 0.0, -0.1], [-0.1, 0.1, -0.1], [0.0, 0.0, 0.0], [-0.1, 0.0, 0.0], [0.2, 0.0, 0.0], [-0.5, 0.0, -0.2], [-0.2, 0.0, -0.2], [0.0, 0.0, 0.0], [0.2, 0.1, -0.2], [-0.1, 0.2, 0.2], [0.0, 0.1, 0.0], [0.1, 0.2, 0.0], [0.3, -0.1, 0.4], [0.0, 0.0, 0.0], [0.0, 0.0, 0.1], [-0.1, 0.0, -0.1], [-0.1, 0.0, 0.0], [-0.1, 0.0, 0.0], [0.1, 0.0, 0.0], [0.0, 0.2, -0.1], [0.0, 0.0, 0.0], [0.0, 0.0, 0.0], [0.1, 0.0, 0.0], [0.1, 0.0, 0.0], [0.0, -0.1, 0.0], [-0.1, -0.1, -0.1], [-0.3, -0.1, 0.0], [0.2, -0.1, -0.1], [0.0, 0.1, 0.1], [-0.1, 0.0, -0.1], [0.1, 0.1, 0.0], [0.0, 0.1, 0.0], [0.0, 0.0, 0.1], [-0.1, 0.1, -0.1], [-0.1, -0.1, 0.0], [0.0, 0.3, 0.0], [0.0, 0.0, 0.2], [0.4, 0.1, -0.1], [0.3, 0.2, 0.1], [0.2, 0.0, 0.0], [0.1, 0.0, 0.0], [0.1, 0.3, 0.0], [0.0, 0.0, 0.1], [-0.1, 0.0, -0.1], [0.3, -0.1, 0.2], [0.0, -0.1, 0.1], [0.0, 0.0, -0.1], [0.1, 0.0, 0.0], [0.0, 0.0, 0.0], [0.0, -0.1, 0.1], [0.0, 0.0, 0.0], [0.1, 0.0, 0.0], [-0.2, 0.1, -0.1], [-0.3, 0.1, 0.0], [0.0, 0.0, -0.1], [-0.1, -0.1, 0.0], [0.1, 0.0, -0.1], [0.0, -0.1, 0.1], [0.0, 0.0, 0.1], [0.0, 0.1, 0.0], [0.1, 0.1, 0.0], [0.0, 0.0, 0.0], [-0.1, -0.1, 0.1], [0.0, 0.0, 0.0], [0.0, 0.0, 0.0], [0.1, 0.0, 0.1], [-0.1, 0.0, -0.1], [-0.1, 0.1, 0.0], [0.0, 0.0, 0.0], [-0.1, 0.0, 0.1], [0.0, 0.1, 0.0], [0.0, -0.1, 0.0], [0.1, 0.2, -0.1], [0.1, 0.0, 0.0], [0.0, -0.1, 0.0], [-0.1, -0.1, 0.0], [-0.1, 0.1, 0.0], [-0.1, 0.1, 0.0], [-0.1, 0.0, 0.0], [0.1, -0.1, -0.1], [0.0, 0.2, 0.0], [0.0, 0.0, 0.1], [0.0, -0.1, 0.1], [0.1, 0.0, 0.1], [-0.1, 0.0, 0.1], [0.0, 0.0, -0.1], [0.0, 0.0, -0.1], [0.1, 0.1, 0.0], [0.0, 0.0, 0.1], [0.0, 0.1, -0.1], [0.0, -0.1, -0.1], [-0.1, 0.0, 0.0], [0.0, 0.1, 0.0], [0.0, -0.1, 0.0]],
  "lowdin_charge": [1.1109, 0.8815, 0.8617, -0.0161, -0.1823, 0.0415, 0.0645, -0.0317, -0.0656, -0.0399, 0.0803, -0.0050, 0.0631, -0.0469, -0.0379, -0.0278, -0.0626, -0.0617, -0.1846, -0.0211, -0.0981, -0.0852, -0.0224, -0.1125, -0.5525, -0.0692, -0.0648, -0.0134, -0.0974, 0.0457, 0.0736, -0.1096, -0.1039, -0.2931, -0.0637, -0.0566, 0.0154, -0.1567, 0.0694, -0.0550, -0.0484, -0.0378, -0.0598, -0.1048, -0.1958, -0.0270, -0.0625, -0.1146, -0.1167, -0.0950, -0.0445, -0.1419, -0.0257, -0.0688, -0.0641, -0.0354, -0.0578, -0.0059, -0.0466, -0.5345, 0.0045, 0.0510, -0.2922, -0.2750, -0.0517, -0.5550, -0.1369, -0.1020, -0.0985, -0.4025, -0.6459, 0.1080, 0.0999, 0.1067, 0.1184, 0.1270, 0.1034, 0.0985, 0.0959, 0.1167, 0.1145, 0.0856, 0.0968, 0.0992, 0.1034, 0.1180, 0.1132, 0.1159, 0.1243, 0.0786, 0.1145, 0.1093, 0.0839, 0.1040, 0.1145, 0.1096, 0.0958, 0.1121, 0.1210, 0.0939, 0.1138, 0.1130, 0.1344, 0.1071, 0.0856, 0.1214, 0.0908, 0.1203, 0.0982, 0.0962, 0.0958, 0.0922, 0.1053, 0.0950, 0.0767, 0.1118, 0.1153, 0.1171, 0.0980, 0.0826, 0.0980, 0.1449, 0.0948, 0.0933, 0.1135, 0.1238],
  "gap_ev": [6.3, 6.9],
  "e_lumo_ev": [-6.8, -6.2],
  "charge": 2,
  "spin_multiplicity": 2,
  "relative_energy_kj_mol": 0.00
}



{
  "formula": "C4H12",
  "method": "wB97M-V/def2-TZVPD",
  "species": ["C", "C", "C", "C", "H", "H", "H", "H", "H", "H", "H", "H", "H", "H", "H", "H"],
  "coordinates": [[-1.05714, -1.97114, -0.61503], [-0.20098, -1.34937, -1.69390], [0.85697, 2.30669, 1.51113], [0.39847, 1.05548, 0.78747], [1.93933, 2.20203, 1.79327], [0.97788, 3.12177, 0.71539], [-0.84843, -0.99157, -2.45205], [-1.49874, -2.99324, -0.89790], [0.45985, -1.96402, -2.16895], [1.10790, 0.59526, 0.09400], [0.12907, 2.45804, 2.40222], [-0.48760, 1.15980, 0.21187], [-1.81007, -1.27488, -0.25517], [0.40686, -0.53694, -1.27709], [0.16859, 0.17226, 1.52447], [-0.52848, -2.19854, 0.37194]],
  "forces_ev_per_a": [[0.3, -2.1, 1.8], [-0.8, 1.5, 1.8], [0.5, 0.4, -0.5], [0.3, -2.7, 1.5], [-1.2, -0.1, 0.5], [-1.0, -0.5, 1.5], [-0.6, 0.7, -0.8], [0.3, 1.7, 0.2], [1.8, -2.1, -1.0], [0.3, 0.5, 0.2], [1.6, 0.5, -1.6], [-1.0, 0.5, -0.4], [-0.5, -0.1, -0.4], [-0.4, -0.1, -0.3], [0.4, 1.6, -1.1], [-0.1, 0.2, -1.4]],
  "lowdin_charge": [-0.1824, -0.1627, -0.1863, -0.2282, 0.0657, 0.0807, 0.0580, 0.0848, 0.0299, 0.0423, 0.0950, 0.0412, 0.0502, 0.0377, 0.1005, 0.0735],
  "gap_ev": 12.5,
  "e_lumo_ev": 1.1,
  "smiles": "CC.CC",
  "relative_energy_kj_mol": 82.77
}